# 1
{
  "formula": "C4H5NOS",
  "method": "ωB97M-V with the def2-TZVPD basis set",
  "homo_ev": -8.8121,
  "smiles": "O=C1N[C@@H]1/C=C/S",
  "de_lowest_kcal_mol": 64.7,
  "lumo_ev": 0.682,
  "elements": ["O", "C", "N", "C", "C", "C", "S", "H", "H", "H", "H", "H"],
  "xyz": [[2.8497, 1.5266, 0.4307], [1.8654, 1.0017, 0.8951], [1.4148, 0.1777, 1.8538], [0.4206, 0.8840, 0.9684], [-0.3530, 0.1851, -0.1424], [0.2523, -0.3660, -1.1869], [-0.5129, -0.9533, -2.6242], [1.6442, -0.8230, 1.8442], [-0.3427, 1.6117, 1.3519], [-1.3954, 0.2420, -0.2524], [1.3833, -0.3977, -1.1170], [-1.8538, -0.6447, -2.3254]],
  "forces_ev_per_angstrom": [[-0.8, -1.0, 0.2], [1.2, 2.0, -0.1], [0.3, -0.7, 0.4], [-2.9, -0.3, -1.4], [1.9, -0.1, -0.2], [1.6, 0.3, 0.8], [-1.1, -0.1, -0.3], [-0.5, 0.4, 0.0], [1.5, -0.5, 0.7], [-1.4, 0.4, 0.7], [-1.4, -0.2, -0.8], [1.5, -0.2, -0.1]],
  "lowdin_charge": [0.105, -0.494, 0.173, -0.169, -0.161, -0.572, 0.743, 0.145, 0.148, 0.066, 0.098, -0.082]
}

# 2
{
  "formula": "C4H10NO",
  "method": "ωB97M-V with the def2-TZVPD basis set",
  "charge": -1,
  "homo_ev": -2.5540,
  "smiles": "CC(C)NC[O-]",
  "de_lowest_kcal_mol": 27.5,
  "lumo_ev": 4.273,
  "elements": ["C", "C", "C", "N", "C", "O", "H", "H", "H", "H", "H", "H", "H", "H", "H", "H"],
  "xyz": [[-0.5344, 1.0257, -1.2766], [-0.7424, 0.2909, 0.0469], [-0.6989, -1.2593, -0.2599], [0.2388, 0.8190, 1.1013], [1.6176, -0.0514, 0.9981], [1.6025, -1.1922, 1.6297], [-0.1076, 0.2117, -2.0269], [-1.5196, 1.3981, -1.7787], [0.1531, 1.9114, -1.2104], [-1.7107, 0.5971, 0.3721], [0.2376, -1.8104, -0.1589], [-1.3560, -1.6109, 0.6227], [-1.1124, -1.4300, -1.2614], [-0.1263, 0.6240, 2.0793], [1.6679, -0.1975, -0.1293], [2.3907, 0.6739, 1.2519]],
  "forces_ev_per_angstrom": [[0.2, -0.3, -2.6], [2.3, 0.2, 0.4], [-1.7, 0.5, 2.3], [-0.1, -1.4, -0.1], [-1.7, -0.2, -0.9], [0.1, 0.0, 0.6], [-0.5, 2.1, 1.1], [1.5, -0.7, 1.0], [-0.6, -1.0, 0.0], [-0.9, -0.3, 0.5], [0.2, 0.7, 0.2], [0.7, -0.4, -1.7], [-0.4, -0.2, 0.4], [0.5, -0.1, -1.7], [0.1, 0.5, 0.2], [0.4, 0.5, 0.4]],
  "lowdin_charge": [-0.142, -0.488, -0.108, -0.060, -0.551, -0.323, 0.080, 0.073, 0.062, 0.083, 0.045, 0.086, 0.044, 0.075, 0.072, 0.052]
}

# 3
{
  "formula": "C3H9NS2",
  "method": "ωB97M-V with the def2-TZVPD basis set",
  "homo_ev": -8.4005,
  "smiles": "CNCCSS",
  "de_lowest_kcal_mol": 23.9,
  "lumo_ev": 0.296,
  "elements": ["C", "N", "C", "C", "S", "S", "H", "H", "H", "H", "H", "H", "H", "H", "H"],
  "xyz": [[-0.4170, 1.6664, -1.5263], [-0.0428, 1.1810, -0.1659], [-0.7661, -0.1067, 0.0791], [-0.4592, -0.7141, 1.4305], [1.4189, -0.7718, 1.6693], [1.7106, -2.7172, 0.7656], [0.0584, 2.6429, -1.6334], [-0.0432, 0.9916, -2.2988], [-1.4741, 1.9177, -1.6129], [0.9507, 0.9988, -0.2737], [-0.5724, -0.8937, -0.6604], [-1.7711, 0.2987, -0.0790], [-0.6765, -0.1884, 2.3559], [-0.9227, -1.6992, 1.5079], [3.0065, -2.6059, 0.4421]],
  "forces_ev_per_angstrom": [[0.6, 0.8, 1.0], [-0.3, -0.8, -1.1], [0.3, 1.7, -0.1], [1.2, 0.1, 0.2], [-0.7, -1.5, -0.5], [-0.2, 0.7, 0.4], [0.3, -0.1, -0.2], [-0.4, 0.0, -0.3], [-0.1, -0.6, 0.0], [0.0, -0.1, 0.5], [0.1, 0.2, -0.2], [-0.4, -1.0, 0.6], [-0.6, 0.5, -0.3], [0.4, -0.1, 0.1], [0.0, 0.3, 0.0]],
  "lowdin_charge": [-0.139, -0.149, -0.333, -0.499, 0.433, 0.299, 0.071, 0.077, 0.073, 0.049, 0.101, 0.111, 0.054, 0.067, -0.216]
}